139
Properties=species:S:1:pos:R:3:lowdin_charge:R:1 method="wB97M-V/def2-TZVPD" largest_force_ev_per_a=3.1 e_tot_ha=-5956.786962 homo_lumo_gap_ha=0.050 total_charge=-1
N -2.37 6.40 4.93 0.15
C -5.73 -7.17 6.53 -0.23
H 9.62 4.42 -2.67 0.07
O -3.48 -5.95 9.13 0.13
H -2.44 -0.98 -10.94 0.08
H 7.81 6.14 -2.23 0.08
H -5.60 -6.21 7.03 0.12
H -1.78 5.60 5.12 0.09
F -0.18 6.41 2.67 0.06
H 7.02 5.53 1.35 0.07
O -2.99 -4.59 2.74 0.14
H -3.00 3.24 3.36 0.07
H 5.70 5.73 2.54 0.10
H 1.76 0.02 -5.84 0.07
H 4.41 2.00 -3.65 0.08
H -0.87 4.15 3.70 0.08
H 3.58 7.04 -0.84 0.14
C -1.52 -4.36 -5.16 -0.10
C -0.93 -2.49 -10.65 -0.24
C -0.88 3.40 2.92 -0.28
C 0.77 -1.14 6.02 -0.07
C -2.26 -4.47 -10.11 -0.53
O -3.05 -1.52 -3.81 0.29
C 5.41 6.74 0.71 -0.51
C 1.29 -0.15 3.93 -0.27
C 8.21 5.50 -1.45 -0.65
C 2.18 -1.16 3.62 -0.02
H 3.17 3.08 -4.29 0.08
F -0.26 7.37 0.63 -0.12
H -0.63 -1.29 -4.43 0.08
H 0.21 -1.14 6.95 0.11
C 0.44 -1.20 -4.62 -0.27
H -2.60 -4.50 -5.21 0.07
H -5.53 -8.31 8.34 0.08
N 2.70 2.23 -2.42 -0.11
C 0.69 -0.12 -5.67 -0.11
C 3.67 2.76 -3.38 -0.11
H 0.89 -0.88 -3.67 0.08
F 1.10 0.85 3.02 -0.05
H 5.44 4.69 1.13 0.07
H -2.17 -5.97 -11.60 0.09
H 1.51 0.73 0.63 0.00
O -2.39 -2.29 -2.05 0.32
O -3.10 -8.43 4.58 0.12
C 3.02 4.64 -0.30 0.02
H 10.22 5.94 -2.00 0.07
C -1.78 -1.61 -11.55 -0.06
F 1.38 7.69 2.05 0.06
H -1.31 3.39 0.81 0.09
H -2.42 -2.21 -12.20 0.07
C -6.24 -8.20 7.53 -0.06
H 0.72 -2.57 -7.13 0.09
H -1.46 -4.46 -12.16 0.07
H -0.47 1.50 1.20 -0.01
H 4.19 3.63 -2.98 0.06
H 0.90 -3.25 -4.15 0.10
C -2.88 -5.62 8.15 -0.40
H 1.80 -2.97 6.46 0.11
H -2.47 2.13 2.11 0.07
O 4.18 7.15 1.15 0.01
H 0.94 -4.15 -6.43 0.11
O -3.87 5.69 6.48 0.03
H 3.06 -2.98 4.33 0.10
H 3.97 4.76 -0.81 0.11
C -2.32 -3.09 4.55 -0.39
H -0.03 2.76 3.09 0.02
C 2.36 -2.17 4.55 -0.08
H -4.02 8.29 4.66 0.08
H 2.49 1.28 -2.68 0.07
C -1.06 -3.40 -6.25 -0.26
C -0.77 4.03 1.52 -0.16
C -1.39 -5.90 7.86 -0.39
C 5.95 5.58 1.50 0.01
H -3.22 -4.60 -12.00 0.10
C -5.35 -9.20 4.47 0.01
C 2.40 5.74 0.31 -0.12
H -1.05 -5.34 -5.28 0.08
H 0.22 -0.37 -6.62 0.06
C 1.66 -2.17 5.74 -0.08
H -5.20 -9.32 3.40 0.09
O -2.23 -2.03 4.00 0.13
O -2.70 -5.36 4.83 0.23
O -1.10 -5.38 6.67 0.23
Cl 7.09 4.11 -1.30 0.58
C -3.19 -1.48 -2.57 -0.90
Mg -0.89 8.78 1.85 0.52
C 0.45 -3.19 -6.26 -0.22
C -2.18 2.59 3.06 -0.07
H -6.43 -7.01 5.71 0.12
C 0.62 4.28 0.97 -0.24
H 0.28 0.83 -5.34 0.07
C 0.58 -0.11 5.11 -0.01
Cl 2.22 3.92 2.91 0.08
H -1.32 4.97 1.51 0.11
H -1.15 -0.97 -12.16 0.08
H -0.33 -1.86 -9.99 0.12
O -2.10 -3.32 5.84 0.22
H -1.29 -4.00 -4.16 0.05
O -4.44 -7.51 6.03 0.00
O -0.63 -6.47 8.58 0.14
C 1.03 -2.56 -4.99 -0.22
C 1.22 5.58 0.95 -0.12
C -2.27 -4.89 -11.56 0.01
H -2.07 1.81 3.80 0.07
H -5.15 7.72 5.84 0.10
H -7.20 -7.88 7.94 0.08
Cl 10.39 4.18 -0.46 0.54
H -5.31 -10.18 4.95 0.09
H -0.24 -3.11 -11.21 0.11
O -3.38 -4.96 7.12 0.21
H 3.11 1.36 -0.50 0.10
N -4.29 7.61 5.34 0.14
H -1.36 -3.79 -7.22 0.08
H -1.58 -2.44 -6.14 0.10
C 2.44 3.42 -0.30 -0.22
O 5.98 7.27 -0.21 0.11
H -2.09 7.07 4.25 0.02
S -0.25 1.21 -1.48 0.25
H 2.12 -2.45 -5.12 0.11
H -0.10 0.70 5.30 0.12
O -3.97 -0.76 -1.97 0.26
P 0.52 1.63 0.24 0.47
C -2.72 -4.43 3.89 -0.39
H 8.18 6.05 -0.51 0.05
H -6.34 -8.77 4.62 0.07
C -3.53 6.50 5.65 -0.69
H 2.50 7.90 0.19 0.12
H 2.71 -1.15 2.68 0.11
C -4.22 -8.35 5.00 -0.52
C 0.55 6.74 1.61 -0.62
C 3.15 2.31 -1.03 -0.19
O -1.73 -3.28 -9.77 -0.01
H 4.20 2.59 -1.04 0.10
B -2.32 -4.76 6.11 -0.88
C 3.16 7.04 0.16 -0.11
N 1.22 3.24 0.32 -0.13
H -6.37 -9.18 7.07 0.06
C 9.61 5.07 -1.79 -0.66
O -2.78 -5.14 -9.26 0.11

---

17
Properties=species:S:1:pos:R:3:lowdin_charge:R:1 method="wB97M-V/def2-TZVPD" largest_force_ev_per_a=2.4 e_above_lowest_kcal_mol=33.51 e_tot_ha=-325.770183 homo_lumo_gap_ha="0.339 / 0.147" total_charge=+1 spin_multiplicity=2
H 0.10 1.17 0.69 0.14
O -0.47 0.80 -1.20 -0.05
H -2.33 3.52 -2.92 0.04
H -1.24 0.04 0.43 0.14
N 1.54 -2.40 1.98 0.32
H -1.49 2.49 -2.12 -0.01
H 0.22 -0.87 2.33 0.15
H 1.77 -2.58 2.97 0.17
C -0.23 0.30 0.11 -0.25
H 1.60 -0.65 -0.33 0.13
C 1.08 -1.06 1.68 -0.15
H 2.21 -2.86 1.36 0.17
H 0.22 0.60 -1.82 0.09
H 0.32 -1.85 -0.23 0.13
O -2.39 2.76 -2.33 -0.06
C 0.66 -0.91 0.18 -0.14
H 1.93 -0.39 1.87 0.18

---

164
Properties=species:S:1:pos:R:3:lowdin_charge:R:1 method="wB97M-V/def2-TZVPD" largest_force_ev_per_a=3.3 smiles="CCOP(=O)(OCC)OCC.CCOP(=O)(OCC)OCC.CCOP(=O)(OCC)OCC.CCOP(=O)(OCC)OCC.c1cc[nH]c1.c1cc[nH]c1.c1cc[nH]c1.c1cc[nH]c1.c1cc[nH]c1.c1cc[nH]c1" e_tot_ha=-4781.103807 homo_lumo_gap_ha=0.294
H 3.24 0.79 -2.73 0.08
C 1.75 4.39 -1.46 -0.22
H 3.46 7.78 -2.49 0.12
C 3.04 4.03 2.77 -0.21
H 6.88 3.47 -0.14 0.08
C -6.33 3.84 1.52 -0.15
C -1.52 -7.15 0.39 -0.17
C 6.61 2.62 -0.77 -0.07
H 5.44 -7.22 1.02 0.10
H -2.19 -3.58 4.35 0.11
H 5.24 -2.85 1.60 0.08
C 4.30 3.62 2.02 -0.07
O 0.04 3.53 3.59 -0.18
H 5.84 2.23 -2.64 0.11
H -2.64 0.68 1.41 0.10
H -5.26 1.69 3.67 0.11
H 2.65 -3.33 2.37 0.08
C 0.33 -5.20 3.01 -0.13
H 1.30 3.05 0.17 0.10
H -5.42 5.72 1.99 0.09
H 3.99 2.96 1.17 0.08
H -1.73 4.43 3.55 0.10
H -8.04 -4.35 -4.12 0.08
H -5.22 1.72 -1.65 0.07
H -3.36 2.12 -0.41 0.04
C 4.21 7.50 -4.48 -0.09
C -5.41 2.62 3.14 -0.14
H -7.01 4.04 0.73 0.10
C 3.28 -2.49 2.55 -0.18
O 0.98 1.34 4.68 -0.22
C 4.28 -5.81 -0.17 -0.10
C 4.99 -6.92 0.11 -0.14
H -2.04 -1.09 -5.34 0.09
H 3.80 -7.75 -2.78 0.10
H 1.89 -1.21 3.55 0.13
H -2.66 3.24 5.68 0.08
H 5.18 -8.72 -1.00 0.14
C -1.03 -4.81 3.00 -0.12
H 0.09 -3.60 5.74 0.14
H -6.85 1.80 1.87 0.14
O -1.39 0.30 -0.19 -0.17
H -1.18 2.28 5.54 0.05
O 1.60 3.74 5.48 -0.19
C 3.81 -0.41 3.28 -0.11
H -0.48 -3.62 -1.31 0.12
H 5.03 7.06 -5.05 0.08
H 4.05 -5.05 0.52 0.06
C 3.01 0.39 -1.75 -0.07
C -7.19 -4.43 -4.79 -0.08
H 3.25 7.21 -4.84 0.07
C -4.88 3.89 3.22 -0.11
H 4.25 8.57 -4.78 0.09
H 0.72 -5.87 2.27 0.08
P 4.32 5.09 -1.48 0.26
H 6.52 3.91 -2.55 0.13
C -0.82 0.56 -4.47 -0.12
H -3.69 -6.62 -1.98 0.08
C -6.63 0.69 -3.00 -0.18
H 2.59 2.21 6.46 0.11
C -3.39 -1.44 -2.09 -0.26
N 2.83 -1.41 3.23 0.04
H 1.33 2.64 8.59 0.09
H 2.08 3.53 -2.04 0.10
C -5.45 1.62 -2.73 -0.07
H 1.92 -4.74 4.43 0.10
C 4.30 7.27 -2.99 -0.16
C -1.57 -6.97 -1.84 -0.14
H -0.59 -3.39 0.32 0.10
C -1.23 -0.37 -5.47 -0.09
H -3.18 -2.49 -0.20 0.09
O 5.24 5.82 -0.64 -0.22
O 4.61 3.58 -1.79 -0.19
C 0.14 1.37 -5.01 -0.14
H -2.83 3.14 0.89 0.08
H -3.30 -3.50 -1.63 0.08
H -1.09 -7.35 1.37 0.11
H 4.81 4.47 1.52 0.07
H -5.70 2.61 -3.08 0.07
H 1.58 -2.81 0.66 0.06
N 0.32 0.97 -6.34 -0.01
H -3.71 -0.47 -1.70 0.10
H -1.26 -6.90 -2.89 0.11
P -5.54 -1.66 -3.65 0.32
O -6.08 -3.00 -3.08 -0.18
O 1.15 0.18 -0.16 -0.15
C -3.66 -2.57 -1.19 -0.07
N -6.34 2.61 2.14 0.01
O 2.32 2.82 3.22 -0.17
H -1.14 0.68 -3.44 0.08
H 3.46 -0.60 -1.71 0.07
C 3.76 -5.93 -1.55 -0.09
C 4.90 -0.92 2.64 -0.13
C 0.83 3.94 -0.36 -0.06
C -0.01 -3.08 -0.51 -0.29
H -7.23 -5.45 -5.23 0.09
H 1.28 5.10 -2.11 0.12
C -5.45 4.66 2.14 -0.10
C -2.50 2.41 0.15 -0.04
C -2.81 -6.93 0.05 -0.11
H -1.75 2.84 -0.51 0.05
H 3.60 0.57 3.75 0.10
C 4.07 -7.19 -1.91 -0.16
C -1.11 3.99 4.32 -0.25
O -0.08 -0.93 1.65 -0.23
C -1.91 1.20 0.85 -0.21
H 0.35 3.82 7.73 0.08
H -1.65 -5.13 2.20 0.07
H 5.91 2.03 -0.21 0.06
P 1.22 2.73 4.30 0.34
H -0.61 -0.51 -7.64 0.11
N -0.05 -3.99 4.83 0.03
H -5.08 -4.12 -4.52 0.11
H -3.68 -6.92 0.71 0.10
C 1.54 0.36 -1.58 -0.25
O -3.97 -1.71 -3.42 -0.17
H -5.91 -5.03 -3.30 0.11
C -2.83 -6.76 -1.36 -0.12
H -2.39 2.22 4.23 0.08
H 7.51 2.09 -1.04 0.08
C -1.23 -3.99 4.08 -0.11
H -0.10 3.64 -0.81 0.05
H -1.12 1.50 1.57 0.12
H -4.56 1.28 -3.28 0.08
H 0.68 4.66 0.45 0.09
H -0.71 4.72 5.04 0.12
H 1.11 -0.40 -2.27 0.12
H -7.42 0.87 -2.30 0.11
C 0.93 -4.62 4.07 -0.14
C 1.40 -3.34 -0.28 -0.07
H 2.40 4.66 2.18 0.10
C -1.90 2.87 4.97 -0.08
H 2.84 3.89 6.98 0.13
H 1.57 -4.44 -0.06 0.10
H -4.74 -2.53 -0.98 0.08
O 2.90 5.05 -0.80 -0.17
H -4.31 4.28 4.07 0.09
N 4.73 -7.83 -0.89 0.00
O -0.30 -1.72 -0.85 -0.18
H 3.13 -5.22 -2.05 0.08
H 0.28 2.10 7.26 0.07
H 3.29 4.65 3.65 0.12
C 5.95 3.10 -2.04 -0.24
N -0.76 -7.17 -0.74 0.02
O -5.86 -1.47 -5.07 -0.22
O -6.23 -0.70 -2.59 -0.19
H 0.98 1.42 -6.99 0.15
C 0.93 2.91 7.60 -0.07
H 0.74 2.19 -4.63 0.10
H 3.51 0.95 -0.93 0.09
H 1.12 1.30 -1.91 0.09
C -0.55 -0.05 -6.64 -0.14
C -5.99 -4.16 -3.95 -0.27
H 5.82 -0.39 2.46 0.08
H 1.96 -2.96 -1.14 0.09
H -6.99 0.68 -4.02 0.11
C 2.09 3.16 6.67 -0.28
H 0.20 -7.44 -0.71 0.14
O 4.13 5.74 -2.87 -0.19
P -0.17 -0.57 0.21 0.33
C 4.55 -2.22 2.16 -0.12
H 5.05 3.11 2.61 0.07
H -2.33 -1.24 -2.19 0.09
H -7.20 -3.76 -5.63 0.07
H 5.22 7.50 -2.51 0.10